(1)
The following is a quantum chemistry calculation of a structure of composition C19H44GdNO2P2S in a non-equilibrium geometry, from the OMol25 dataset.

Geometry (Å):
Gd (0.18130, 0.15499, 0.23430)
P (0.59096, -1.11797, -2.05553)
P (-0.13951, 0.29369, 2.86623)
N (-0.25130, -2.31986, 0.78025)
C (-0.50143, -2.58130, -1.72608)
H (-1.29611, -2.57132, -2.48568)
H (0.08886, -3.49005, -1.90152)
C (-1.15626, -2.71357, -0.32484)
H (-2.03454, -2.05068, -0.23610)
H (-1.56431, -3.73978, -0.23584)
C (-0.68938, -2.51528, 2.21356)
H (0.15483, -2.91290, 2.80165)
H (-1.47981, -3.29037, 2.28154)
C (-1.23280, -1.20228, 2.85402)
H (-1.49147, -1.37611, 3.90930)
H (-2.15516, -0.90389, 2.33879)
C (-0.93171, 1.90047, 3.35707)
C (-1.48767, 2.68126, 2.15564)
H (-2.40863, 2.23285, 1.75629)
H (-0.76678, 2.77415, 1.32280)
H (-1.72393, 3.70761, 2.43833)
C (1.39598, -0.08733, 3.77688)
C (2.55325, 0.89822, 3.49161)
H (3.50921, 0.36920, 3.43073)
H (2.64106, 1.66561, 4.26842)
H (2.46242, 1.41370, 2.51320)
C (2.27693, -1.60874, -2.57175)
C (3.11678, -0.43994, -3.09952)
H (4.19201, -0.68180, -3.06127)
H (3.02715, 0.47436, -2.49715)
H (2.88343, -0.17327, -4.13552)
C (-0.20139, -0.02786, -3.32773)
C (0.38794, 1.38497, -3.42084)
H (-0.29751, 2.02350, -3.99343)
H (1.35457, 1.39479, -3.93185)
H (0.53362, 1.87231, -2.44028)
C (1.73705, 1.97084, -0.09878)
C (0.95173, -0.24996, 5.24050)
H (-0.08470, 0.02962, 5.44704)
H (1.03417, -1.30592, 5.53679)
H (1.58676, 0.33323, 5.92917)
C (2.15221, -2.84477, -3.46924)
H (2.82705, -2.83114, -4.32592)
H (2.36224, -3.77052, -2.90420)
H (1.14402, -3.00536, -3.88511)
C (-0.19422, -0.77490, -4.64996)
H (-0.72621, -0.19378, -5.42059)
H (0.82129, -0.95044, -5.01750)
H (-0.71113, -1.73637, -4.57180)
C (0.06309, 2.77044, 4.11963)
H (0.90017, 3.02832, 3.45429)
H (-0.39802, 3.72277, 4.40554)
H (0.47284, 2.31933, 5.02005)
H (-1.77219, 1.61128, 4.00289)
H (-1.24228, 0.06280, -2.97542)
H (1.71970, -1.06015, 3.39042)
H (2.72601, -1.88790, -1.60462)
O (2.46029, 2.86470, -0.24342)
H (0.67121, -2.76536, 0.63850)
H (1.99130, -0.59496, 0.67528)
C (-2.25168, 2.78732, -1.54462)
S (-3.03946, 1.44642, -0.62956)
C (-3.98810, 0.61884, -1.89894)
O (-1.89425, 0.40211, -0.43267)
H (-2.86647, 3.67882, -1.38397)
H (-2.18260, 2.56539, -2.61790)
H (-1.25015, 2.98567, -1.13891)
H (-3.49458, 0.67364, -2.87686)
H (-4.07331, -0.41513, -1.57429)
H (-4.99240, 1.07776, -1.94149)

The total charge is +2. The calculation puts the HOMO energy (alpha / beta) at -13.6 / -13.4 eV. As for the orbital gap (alpha / beta): 7.2 / 6.6 eV. The spin multiplicity is 8. As for the expectation value of S²: 16.05.

The computed Mulliken charges, all in e, follow: atom 1 (Gd): -0.296, atom 2 (P): 0.475, atom 3 (P): -0.172, atom 4 (N): -0.038, atom 5 (C): -0.992, atom 6 (H): 0.472, atom 7 (H): 0.510, atom 8 (C): -0.889, atom 9 (H): 0.218, atom 10 (H): 0.613, atom 11 (C): -1.065, atom 12 (H): 0.412, atom 13 (H): 0.357, atom 14 (C): -0.737, atom 15 (H): 0.570, atom 16 (H): 0.437, atom 17 (C): 0.620, atom 18 (C): -1.200, atom 19 (H): 0.239, atom 20 (H): 0.135, atom 21 (H): 0.572, atom 22 (C): 0.673, atom 23 (C): -1.252, atom 24 (H): 0.349, atom 25 (H): 0.452, atom 26 (H): 0.006, atom 27 (C): 0.902, atom 28 (C): -1.563, atom 29 (H): 0.484, atom 30 (H): 0.201, atom 31 (H): 0.336, atom 32 (C): 1.312, atom 33 (C): -1.529, atom 34 (H): 0.461, atom 35 (H): 0.311, atom 36 (H): 0.234, atom 37 (C): 0.372, atom 38 (C): -1.592, atom 39 (H): 0.465, atom 40 (H): 0.291, atom 41 (H): 0.445, atom 42 (C): -1.487, atom 43 (H): 0.360, atom 44 (H): 0.338, atom 45 (H): 0.418, atom 46 (C): -1.450, atom 47 (H): 0.457, atom 48 (H): 0.273, atom 49 (H): 0.359, atom 50 (C): -1.619, atom 51 (H): 0.320, atom 52 (H): 0.490, atom 53 (H): 0.331, atom 54 (H): 0.699, atom 55 (H): -0.625, atom 56 (H): 0.564, atom 57 (H): 0.536, atom 58 (O): -0.226, atom 59 (H): 0.308, atom 60 (H): -0.048, atom 61 (C): -0.733, atom 62 (S): 0.433, atom 63 (C): -0.909, atom 64 (O): -0.385, atom 65 (H): 0.524, atom 66 (H): 0.275, atom 67 (H): 0.150, atom 68 (H): 0.262, atom 69 (H): 0.363, atom 70 (H): 0.426



(2)
The following is a quantum chemistry calculation of a cluster of 4 separate species, C19H44INO9 in total in a non-equilibrium geometry, from the OMol25 dataset.

Geometry (Å):
N (6.27941, 1.82720, 2.33598)
C (5.01225, 1.20835, 1.92677)
C (3.81067, 1.98309, 2.54706)
C (3.05360, 2.61965, 1.39435)
O (1.84043, 3.34320, 1.73548)
C (1.54438, 3.39957, 3.05456)
O (1.77866, 4.34348, 3.66521)
O (0.93138, 2.36190, 3.63038)
C (-0.19134, 1.84764, 2.87443)
C (0.24776, 0.93364, 1.71294)
C (-0.62449, -0.28996, 1.52852)
I (-0.34826, -1.61431, 3.22306)
H (7.00494, 1.38718, 1.77890)
H (6.46516, 1.61255, 3.30831)
H (4.95525, 0.17481, 2.27509)
H (4.91187, 1.20684, 0.84464)
H (4.20413, 2.71919, 3.23891)
H (3.21145, 1.23274, 3.04878)
H (2.78975, 1.84605, 0.67179)
H (3.70558, 3.32657, 0.88645)
H (-0.81670, 1.32773, 3.58698)
H (-0.72147, 2.71118, 2.47551)
H (0.18379, 1.55254, 0.80956)
H (1.28921, 0.69038, 1.89230)
H (-0.28766, -0.79368, 0.63339)
H (-1.68360, -0.07029, 1.47244)
C (1.98671, 3.92084, -4.24371)
O (0.66190, 3.59752, -4.63039)
C (0.41444, 2.19945, -4.64651)
C (-0.36707, 1.76128, -3.42672)
O (0.40170, 1.89600, -2.23913)
C (0.04929, 3.03927, -1.47741)
H (2.03390, 4.99694, -4.08309)
H (2.27274, 3.41474, -3.31850)
H (2.68963, 3.65498, -5.04032)
H (1.35027, 1.63835, -4.72602)
H (-0.18273, 1.98956, -5.53976)
H (-0.61407, 0.69928, -3.53011)
H (-1.30466, 2.31997, -3.34908)
H (-0.92364, 2.88426, -0.99558)
H (0.01480, 3.94159, -2.09199)
H (0.80328, 3.17493, -0.70279)
C (-7.34183, -0.94078, -0.17730)
O (-7.26145, 0.34135, -0.77667)
C (-6.67214, 1.31453, 0.07341)
C (-5.23659, 1.59421, -0.31581)
O (-4.40103, 0.46899, -0.07365)
C (-4.09369, -0.24627, -1.25847)
H (-7.63092, -1.65223, -0.94962)
H (-6.38304, -1.25083, 0.24496)
H (-8.10672, -0.94554, 0.60628)
H (-6.73396, 1.00588, 1.12111)
H (-7.25225, 2.23553, -0.04266)
H (-4.85818, 2.41346, 0.30419)
H (-5.17412, 1.90688, -1.36217)
H (-3.38787, 0.32611, -1.87104)
H (-4.99038, -0.46652, -1.84193)
H (-3.62303, -1.18666, -0.97304)
C (1.02059, -4.20460, -0.90251)
O (2.05475, -4.30331, 0.05957)
C (1.58291, -4.71372, 1.33723)
C (1.88584, -6.17348, 1.59762)
O (1.13726, -7.02384, 0.73935)
C (1.90461, -7.53989, -0.33375)
H (1.48443, -4.06656, -1.87863)
H (0.40593, -5.10749, -0.93001)
H (0.38669, -3.33585, -0.69029)
H (0.51236, -4.51541, 1.43833)
H (2.10921, -4.10769, 2.08123)
H (1.59052, -6.41519, 2.62369)
H (2.95806, -6.36823, 1.50014)
H (2.60707, -8.29721, 0.03057)
H (2.45440, -6.75103, -0.85288)
H (1.21993, -8.01086, -1.03797)

The SMILES is NCCCOC(=O)OCCCI.COCCOC.COCCOC.COCCOC. The total charge is 0. The calculation puts the HOMO energy at -9.3 eV. As for the orbital gap: 9.6 eV. The spin multiplicity is 1.

The computed Mulliken charges, all in e, follow: atom 1 (N): -0.642, atom 2 (C): -0.621, atom 3 (C): -0.453, atom 4 (C): -0.987, atom 5 (O): -0.317, atom 6 (C): 0.632, atom 7 (O): -0.529, atom 8 (O): -0.379, atom 9 (C): -0.717, atom 10 (C): 0.874, atom 11 (C): -1.404, atom 12 (I): -0.034, atom 13 (H): 0.225, atom 14 (H): 0.234, atom 15 (H): 0.307, atom 16 (H): 0.447, atom 17 (H): 0.475, atom 18 (H): 0.341, atom 19 (H): 0.413, atom 20 (H): 0.551, atom 21 (H): 0.505, atom 22 (H): 0.351, atom 23 (H): -0.441, atom 24 (H): 0.040, atom 25 (H): 0.569, atom 26 (H): 0.553, atom 27 (C): -0.676, atom 28 (O): -0.368, atom 29 (C): -0.640, atom 30 (C): -0.481, atom 31 (O): -0.271, atom 32 (C): -0.591, atom 33 (H): 0.246, atom 34 (H): 0.261, atom 35 (H): 0.331, atom 36 (H): 0.350, atom 37 (H): 0.371, atom 38 (H): 0.382, atom 39 (H): 0.343, atom 40 (H): 0.245, atom 41 (H): 0.460, atom 42 (H): 0.036, atom 43 (C): -0.666, atom 44 (O): -0.373, atom 45 (C): -0.601, atom 46 (C): -0.466, atom 47 (O): -0.294, atom 48 (C): -0.648, atom 49 (H): 0.242, atom 50 (H): 0.262, atom 51 (H): 0.330, atom 52 (H): 0.344, atom 53 (H): 0.367, atom 54 (H): 0.367, atom 55 (H): 0.345, atom 56 (H): 0.132, atom 57 (H): 0.399, atom 58 (H): 0.263, atom 59 (C): -0.527, atom 60 (O): -0.388, atom 61 (C): -0.256, atom 62 (C): -0.629, atom 63 (O): -0.369, atom 64 (C): -0.715, atom 65 (H): 0.277, atom 66 (H): 0.325, atom 67 (H): 0.086, atom 68 (H): 0.274, atom 69 (H): 0.342, atom 70 (H): 0.360, atom 71 (H): 0.345, atom 72 (H): 0.322, atom 73 (H): 0.315, atom 74 (H): 0.241



(3)
The following is a quantum chemistry calculation of a structure of composition C19H45BF3I2NO11P3 in a non-equilibrium geometry, from the OMol25 dataset.

Geometry (Å):
C (1.45952, -2.69499, -6.09478)
C (1.14107, -3.43947, -4.69123)
I (-0.43204, -4.87691, -5.11076)
C (2.48845, -4.07008, -4.10495)
I (3.92107, -4.73170, -5.62327)
P (2.23670, -5.51828, -2.92469)
C (3.89233, -5.73149, -1.99430)
C (3.75591, -6.83699, -0.82778)
C (3.62519, -6.22293, 0.62151)
F (2.49942, -6.75591, 1.29472)
F (3.48926, -4.83072, 0.65533)
F (4.71990, -6.52022, 1.45827)
C (1.97924, -7.20171, -3.81855)
O (3.14049, -8.05804, -3.72564)
O (3.70930, -8.16500, -4.98637)
B (0.91465, -5.21038, -1.55619)
N (0.86706, -3.92374, -0.81619)
O (0.01796, -6.30763, -1.31514)
H (2.40993, -2.07959, -6.05362)
H (1.48296, -3.48234, -6.92635)
H (0.58971, -2.00387, -6.37875)
H (0.76755, -2.63707, -3.96373)
H (3.01930, -3.24131, -3.51476)
H (4.33098, -4.74639, -1.65196)
H (4.60486, -6.15524, -2.78354)
H (4.66967, -7.51715, -0.93022)
H (2.82965, -7.45687, -1.09510)
H (1.67169, -7.02588, -4.90514)
H (1.11120, -7.70693, -3.27654)
H (4.53397, -7.62692, -4.89708)
H (0.01712, -3.38890, -1.02936)
H (0.95024, -4.04557, 0.19989)
H (-0.61087, -6.05335, -0.60034)
O (1.70027, 3.61218, -3.06561)
P (0.61217, 2.76164, -2.40990)
O (0.89781, 1.36179, -3.25080)
C (1.99058, 0.55156, -2.85097)
C (1.73070, -0.13195, -1.51905)
O (-0.65361, 3.33588, -3.31920)
C (-0.56308, 4.61309, -3.94777)
C (-0.02822, 4.48818, -5.36466)
O (-0.56868, 1.90434, -1.51322)
C (-0.86955, 2.45668, -0.22374)
C (-1.43435, 3.86225, -0.31074)
H (2.90429, 1.15447, -2.80609)
H (2.12913, -0.20624, -3.62715)
H (1.69267, 0.59673, -0.70490)
H (2.52482, -0.84940, -1.29275)
H (0.77261, -0.65703, -1.53129)
H (0.04139, 5.29764, -3.34715)
H (-1.57258, 5.03543, -3.97840)
H (0.84124, 3.82891, -5.42782)
H (0.24814, 5.46857, -5.76037)
H (-0.79070, 4.05712, -6.01989)
H (0.03729, 2.44497, 0.38921)
H (-1.59969, 1.79606, 0.24941)
H (-0.69009, 4.56490, -0.70198)
H (-1.74110, 4.21536, 0.67653)
H (-2.29481, 3.89569, -0.98166)
O (-2.88781, 3.88515, 4.06422)
P (-2.95506, 3.91025, 5.59285)
O (-4.08797, 2.71904, 5.78034)
C (-3.66412, 1.36782, 5.66787)
C (-2.80962, 0.94320, 6.84982)
O (-3.97114, 5.21940, 5.71622)
C (-4.05825, 6.16203, 4.65070)
C (-5.17676, 5.79733, 3.68861)
O (-2.84095, 3.98185, 7.30052)
C (-1.61285, 4.52118, 7.80528)
C (-1.38604, 5.95786, 7.37064)
H (-3.12208, 1.22504, 4.72598)
H (-4.56422, 0.75101, 5.63076)
H (-1.85176, 1.47225, 6.85106)
H (-2.60201, -0.12938, 6.81014)
H (-3.30903, 1.17158, 7.79344)
H (-3.09774, 6.25457, 4.13668)
H (-4.26832, 7.14037, 5.09497)
H (-5.17610, 4.73587, 3.42834)
H (-5.10009, 6.38230, 2.76839)
H (-6.14941, 6.00256, 4.14454)
H (-0.78356, 3.88593, 7.47824)
H (-1.66097, 4.47040, 8.89536)
H (-1.24672, 6.02661, 6.28602)
H (-0.49368, 6.36810, 7.84880)
H (-2.24386, 6.58245, 7.62678)

The total charge is +1. The calculation puts the HOMO energy at -11.4 eV. As for the orbital gap: 7.3 eV. The spin multiplicity is 1.

The computed Mulliken charges, all in e, follow: atom 1 (C): -1.476, atom 2 (C): -0.110, atom 3 (I): 0.175, atom 4 (C): -0.644, atom 5 (I): 0.231, atom 6 (P): -0.178, atom 7 (C): -0.777, atom 8 (C): -0.635, atom 9 (C): 0.768, atom 10 (F): -0.272, atom 11 (F): -0.230, atom 12 (F): -0.275, atom 13 (C): -0.265, atom 14 (O): -0.138, atom 15 (O): -0.349, atom 16 (B): 0.492, atom 17 (N): -0.381, atom 18 (O): -0.563, atom 19 (H): 0.364, atom 20 (H): 0.501, atom 21 (H): 0.398, atom 22 (H): 0.430, atom 23 (H): 0.498, atom 24 (H): 0.507, atom 25 (H): 0.383, atom 26 (H): 0.410, atom 27 (H): 0.306, atom 28 (H): 0.370, atom 29 (H): 0.411, atom 30 (H): 0.300, atom 31 (H): 0.209, atom 32 (H): 0.231, atom 33 (H): 0.324, atom 34 (O): -0.744, atom 35 (P): 1.080, atom 36 (O): -0.380, atom 37 (C): -0.214, atom 38 (C): -0.969, atom 39 (O): -0.350, atom 40 (C): -0.367, atom 41 (C): -1.111, atom 42 (O): -0.250, atom 43 (C): -0.256, atom 44 (C): -0.991, atom 45 (H): 0.299, atom 46 (H): 0.113, atom 47 (H): 0.338, atom 48 (H): 0.426, atom 49 (H): 0.172, atom 50 (H): 0.358, atom 51 (H): 0.393, atom 52 (H): 0.286, atom 53 (H): 0.342, atom 54 (H): 0.294, atom 55 (H): 0.268, atom 56 (H): 0.345, atom 57 (H): 0.301, atom 58 (H): 0.351, atom 59 (H): 0.249, atom 60 (O): -0.733, atom 61 (P): 1.140, atom 62 (O): -0.383, atom 63 (C): -0.308, atom 64 (C): -0.943, atom 65 (O): -0.373, atom 66 (C): -0.336, atom 67 (C): -1.108, atom 68 (O): -0.292, atom 69 (C): -0.288, atom 70 (C): -1.044, atom 71 (H): 0.238, atom 72 (H): 0.339, atom 73 (H): 0.214, atom 74 (H): 0.409, atom 75 (H): 0.241, atom 76 (H): 0.325, atom 77 (H): 0.384, atom 78 (H): 0.283, atom 79 (H): 0.338, atom 80 (H): 0.304, atom 81 (H): 0.281, atom 82 (H): 0.362, atom 83 (H): 0.291, atom 84 (H): 0.418, atom 85 (H): 0.244